(1)
The following is a DFT calculation (the ωB97M-V functional and the def2-TZVPD basis) of a 8-piece molecular cluster, C36H78O20P2S6 overall in a non-equilibrium geometry.

Computed properties:
Structure (SMILES): CCOP(=O)(OCC)OCC.CCOP(=O)(OCC)OCC.O=S1(=O)CCCC1.O=S1(=O)CCCC1.O=S1(=O)CCCC1.O=S1(=O)CCCC1.O=S1(=O)CCCC1.O=S1(=O)CCCC1
Highest occupied orbital energy: -0.366 Ha
Kohn-Sham gap: 10.0027 eV
Energy relative to the best compared isomer or geometry (same formula, charge and spin): 2.179 eV

Cartesian coordinates (Å):
C (-5.72043, 0.68652, 1.98962)
C (-4.25878, 1.08989, 1.79881)
C (-3.93749, 2.08979, 2.93043)
S (-5.18010, 1.85006, 4.29925)
O (-6.20193, 2.87697, 4.27763)
O (-4.53895, 1.54269, 5.52934)
C (-6.04331, 0.44015, 3.45831)
H (-5.82143, -0.24942, 1.43789)
H (-6.42398, 1.39393, 1.54817)
H (-4.01909, 1.37439, 0.77775)
H (-3.65364, 0.18801, 1.92878)
H (-3.80813, 3.14055, 2.67933)
H (-2.96613, 1.81398, 3.34766)
H (-7.06726, 0.32087, 3.78889)
H (-5.46280, -0.45405, 3.71280)
C (-6.26754, 7.16833, -0.71692)
C (-4.86436, 7.42341, -0.19454)
C (-3.96837, 6.22562, -0.60323)
S (-5.10328, 4.80448, -0.79378)
O (-4.77888, 3.75898, 0.15847)
O (-5.24291, 4.46357, -2.19714)
C (-6.59869, 5.75477, -0.25346)
H (-6.30494, 7.24237, -1.80610)
H (-7.08311, 7.78771, -0.34117)
H (-4.87562, 7.42892, 0.89935)
H (-4.41588, 8.36574, -0.50178)
H (-3.07833, 6.04871, -0.01243)
H (-3.65705, 6.45158, -1.62601)
H (-6.47505, 5.70271, 0.83086)
H (-7.50277, 5.23992, -0.55929)
C (3.17454, -4.79404, -1.89143)
C (3.41445, -3.99302, -0.61842)
C (4.81132, -3.34501, -0.76979)
S (5.81672, -4.74055, -1.45230)
O (6.48911, -5.44092, -0.37291)
O (6.52403, -4.23365, -2.61634)
C (4.39683, -5.71789, -2.09808)
H (3.09495, -4.13100, -2.75255)
H (2.29305, -5.40880, -1.71807)
H (3.32992, -4.58755, 0.29195)
H (2.70447, -3.16933, -0.52306)
H (5.15554, -2.78217, 0.09354)
H (4.69789, -2.69373, -1.63884)
H (4.17842, -6.56156, -1.44212)
H (4.51262, -6.08670, -3.11124)
C (-3.84076, -3.53409, -3.70461)
C (-3.63046, -2.75922, -5.02147)
C (-2.22161, -3.04924, -5.42804)
S (-1.98804, -4.83625, -5.06570)
O (-0.72229, -5.00630, -4.38715)
O (-2.33335, -5.65936, -6.21401)
C (-3.37844, -4.97074, -3.91810)
H (-4.90274, -3.42995, -3.46892)
H (-3.38604, -3.00059, -2.87061)
H (-3.85313, -1.71207, -4.82348)
H (-4.29247, -3.13106, -5.80858)
H (-1.52642, -2.63680, -4.69130)
H (-1.86289, -2.89990, -6.44271)
H (-2.97088, -5.54423, -3.08611)
H (-4.11371, -5.59866, -4.41595)
C (-4.41937, -4.88321, 2.98631)
C (-5.86922, -4.87496, 2.39880)
C (-5.87283, -4.55738, 0.88358)
S (-4.36676, -3.51281, 0.54750)
O (-4.62385, -2.10967, 0.63318)
O (-3.74059, -3.96159, -0.66910)
C (-3.47515, -4.23395, 2.01012)
H (-4.13579, -5.93572, 3.00493)
H (-4.44253, -4.50757, 4.00355)
H (-6.41043, -4.00789, 2.79390)
H (-6.50458, -5.74912, 2.50939)
H (-6.74534, -4.11596, 0.42278)
H (-5.41480, -5.46698, 0.48161)
H (-2.76552, -3.43905, 2.26519)
H (-2.72529, -4.92799, 1.62232)
C (7.53654, -0.83050, -1.39438)
C (6.56490, 0.24842, -0.81743)
C (7.17418, 0.74861, 0.48709)
S (7.77109, -0.73606, 1.32145)
O (6.69677, -1.47969, 1.94302)
O (8.92087, -0.23271, 2.07639)
C (8.29742, -1.53330, -0.26345)
H (8.10487, -0.45613, -2.24099)
H (6.90423, -1.59313, -1.85689)
H (5.49855, 0.04788, -0.79594)
H (6.73868, 1.07778, -1.50897)
H (6.48344, 1.29799, 1.12096)
H (8.06471, 1.35408, 0.33681)
H (8.07912, -2.59671, -0.21558)
H (9.35678, -1.31638, -0.12820)
C (2.20849, -0.35042, 1.77252)
C (3.45624, 0.17556, 2.46680)
O (3.62046, 1.57444, 2.34997)
P (3.10331, 2.63043, 3.45806)
O (1.80950, 2.27762, 4.06642)
O (4.31571, 2.78704, 4.45107)
C (5.26225, 1.78555, 4.82986)
C (6.55661, 1.89155, 4.04459)
O (3.11968, 4.01584, 2.69168)
C (1.89624, 4.44049, 2.07270)
C (2.08467, 5.86087, 1.56694)
H (2.40635, -0.82294, 0.80941)
H (1.69079, -1.07655, 2.40139)
H (1.48112, 0.44708, 1.61091)
H (3.51568, -0.21790, 3.48469)
H (4.30890, -0.40730, 2.09655)
H (5.40284, 1.88700, 5.90711)
H (4.87883, 0.76902, 4.77872)
H (7.10215, 2.81113, 4.22593)
H (7.11052, 0.96403, 4.18476)
H (6.21178, 1.84834, 3.01076)
H (1.68747, 3.77809, 1.22985)
H (1.06348, 4.40080, 2.77101)
H (2.96224, 6.43177, 1.87657)
H (2.01711, 6.04258, 0.49288)
H (1.30166, 6.50232, 1.98913)
C (3.03793, 2.90568, -2.75391)
C (2.19852, 1.87064, -1.99296)
O (1.30781, 1.27436, -2.95285)
P (-0.14084, 0.66800, -2.62407)
O (-1.03663, 0.65462, -3.78550)
O (0.26154, -0.75296, -1.99034)
C (-0.62686, -1.58932, -1.25950)
C (-0.38387, -3.05700, -1.61673)
O (-0.68776, 1.44321, -1.33287)
C (-1.71867, 2.45051, -1.37402)
C (-1.31027, 3.40883, -0.25660)
H (2.37103, 3.69826, -3.08938)
H (3.76790, 3.31110, -2.05620)
H (3.44606, 2.38900, -3.61860)
H (2.82480, 1.07234, -1.59299)
H (1.62482, 2.31461, -1.17894)
H (-0.38847, -1.40142, -0.20700)
H (-1.67863, -1.30149, -1.34093)
H (0.54378, -3.42858, -1.18813)
H (-1.16083, -3.72431, -1.97559)
H (0.02036, -2.87396, -2.63238)
H (-1.71035, 2.86546, -2.38426)
H (-2.65192, 1.90340, -1.23237)
H (-0.45925, 4.04000, -0.55794)
H (-1.88484, 4.32105, -0.07294)
H (-1.06993, 2.85844, 0.64769)

Löwdin population analysis, charges in e, atoms 1 to 6: number 1, C, carries -0.25; number 2, C, carries -0.22; number 3, C, carries -0.19; number 4, S, carries 0.68; number 5, O, carries -0.35; number 6, O, carries -0.32

(2)
The following is a DFT calculation (the ωB97M-V functional and the def2-TZVPD basis) of C36H79BBr2ClF5N16O30 as an isolated structure in a non-equilibrium geometry.

Computed properties:
Highest occupied orbital energy: -0.334 Ha
Kohn-Sham gap: 8.8072 eV

Cartesian coordinates (Å):
C (1.50445, 2.39987, 4.07514)
C (2.10061, 1.32880, 3.09957)
C (0.92892, 0.53804, 2.48553)
C (0.37761, 1.15478, 1.20215)
O (-0.58038, 0.23878, 0.65973)
C (-0.64195, 0.17983, -0.70654)
Cl (0.89197, -0.42406, -1.43402)
O (-1.01662, 1.48517, -1.18243)
C (-0.04255, 2.22298, -1.88496)
C (-0.61271, 3.65578, -2.08557)
F (-1.80142, 3.81389, -1.52700)
F (0.19990, 4.53279, -1.44986)
C (-0.66404, 4.11422, -3.54414)
F (-1.15392, 3.19511, -4.37358)
F (0.54726, 4.54185, -3.93462)
C (-1.84775, -0.76139, -1.05637)
C (-1.49413, -2.25900, -1.03863)
C (-0.51460, -2.79987, 0.02829)
C (-1.09695, -3.85811, 0.97963)
C (0.02804, -4.67384, 1.63045)
N (0.75763, -5.56798, 0.72577)
C (0.03298, -6.57745, 0.07153)
N (0.45875, -7.08749, -1.00256)
N (-1.19605, -7.03773, 0.55754)
O (-2.99430, -0.29011, -0.32476)
C (-3.42370, -1.01591, 0.78439)
C (-4.60875, -1.95732, 0.49064)
Br (-4.53519, -3.79470, 1.05114)
C (-5.69320, -1.51463, -0.10131)
C (-5.96093, -0.11967, -0.54058)
Br (-7.17873, -2.69941, -0.45881)
C (-3.98839, 0.02826, 1.84835)
F (-3.70268, 1.29886, 1.36053)
C (-3.21744, -0.11613, 3.15080)
C (-3.82862, 0.64802, 4.33648)
B (-2.19678, -0.44185, -2.60349)
O (-1.24932, -0.65613, -3.58497)
C (-3.62381, 0.06545, -3.07878)
C (-3.93415, 1.52251, -2.68489)
H (2.06581, 2.44196, 4.98815)
H (0.50187, 2.08469, 4.32414)
H (1.48110, 3.35164, 3.54230)
H (2.77446, 1.77116, 2.36466)
H (2.64145, 0.62668, 3.73024)
H (0.12012, 0.34777, 3.18726)
H (1.29594, -0.44872, 2.17974)
H (1.23714, 1.34879, 0.56539)
H (-0.11532, 2.08735, 1.47885)
H (0.13970, 1.84091, -2.88784)
H (0.87965, 2.37468, -1.33737)
H (-1.32578, 4.98245, -3.59369)
H (-1.06702, -2.50135, -2.01494)
H (-2.40497, -2.85835, -0.99318)
H (-0.02485, -2.05184, 0.64929)
H (0.28356, -3.32104, -0.49855)
H (-1.65613, -3.40852, 1.79785)
H (-1.75349, -4.47562, 0.38022)
H (-0.42276, -5.26010, 2.42993)
H (0.74214, -4.02126, 2.12690)
H (1.33031, -5.05654, 0.07394)
H (1.35084, -6.66466, -1.25076)
H (-1.96345, -6.65598, 0.02414)
H (-1.31643, -6.86212, 1.54583)
H (-2.63484, -1.52945, 1.31985)
H (-6.14963, -0.09818, -1.60912)
H (-5.19843, 0.58902, -0.25205)
H (-6.88893, 0.19388, -0.05630)
H (-5.05807, -0.08544, 1.99958)
H (-3.01873, -1.16547, 3.37075)
H (-2.24897, 0.34127, 2.93999)
H (-4.80437, 0.21821, 4.55602)
H (-3.95100, 1.69008, 4.05737)
H (-3.14868, 0.60177, 5.18008)
H (-1.18728, 0.13166, -4.14196)
H (-3.65134, 0.02525, -4.16984)
H (-4.36273, -0.66113, -2.73386)
H (-3.95803, 1.70382, -1.61721)
H (-4.83388, 1.84855, -3.20363)
H (-3.13232, 2.13977, -3.08605)
C (5.96430, 4.38212, 3.16731)
N (4.99227, 3.25900, 3.27465)
O (4.57559, 2.76534, 2.23881)
O (4.68354, 2.90860, 4.39274)
H (6.14581, 4.58334, 2.11781)
H (5.52258, 5.24405, 3.65873)
H (6.87393, 4.07546, 3.66350)
C (9.99125, 4.96308, 6.18080)
N (9.29308, 4.50416, 4.94914)
O (8.53760, 5.28371, 4.39556)
O (9.52156, 3.37260, 4.57121)
H (9.68550, 5.98197, 6.39070)
H (9.70186, 4.29618, 6.98683)
H (11.05078, 4.90911, 5.99291)
C (-0.37385, -5.89780, -4.28419)
N (-0.83670, -4.57529, -3.78028)
O (-0.57963, -4.28384, -2.62320)
O (-1.44576, -3.86882, -4.55495)
H (0.14441, -6.41156, -3.48129)
H (-1.25382, -6.45280, -4.59495)
H (0.28657, -5.70938, -5.12678)
C (-7.94662, -6.61424, 1.11566)
N (-6.96504, -7.25227, 2.03707)
O (-5.80949, -6.87722, 1.97206)
O (-7.38944, -8.10289, 2.79043)
H (-7.42523, -5.88029, 0.51047)
H (-8.37205, -7.39988, 0.49820)
H (-8.70969, -6.14310, 1.72803)
C (0.14658, -1.57325, -6.80991)
N (0.67508, -2.64484, -7.69848)
O (1.13636, -2.30905, -8.77338)
O (0.61061, -3.78563, -7.28749)
H (0.27437, -0.61729, -7.30539)
H (-0.90481, -1.78320, -6.63388)
H (0.71117, -1.60670, -5.88264)
C (-2.16827, 4.33814, 2.07646)
N (-2.14908, 3.83403, 3.46924)
O (-1.61005, 2.76260, 3.65955)
O (-2.68392, 4.52171, 4.31840)
H (-1.66803, 3.61723, 1.44019)
H (-3.20835, 4.44649, 1.78923)
H (-1.65747, 5.29661, 2.04762)
C (1.07094, 3.97063, 8.99473)
N (1.75188, 3.48371, 7.76214)
O (2.96401, 3.56286, 7.71855)
O (1.03987, 3.04027, 6.88394)
H (1.82339, 4.33481, 9.68456)
H (0.39345, 4.76657, 8.70015)
H (0.52591, 3.13258, 9.41860)
C (12.54215, 1.10912, 5.89345)
N (13.13537, 2.45004, 6.15174)
O (14.33900, 2.52899, 6.25382)
O (12.35410, 3.38250, 6.24055)
H (13.34444, 0.38287, 5.83781)
H (11.86929, 0.88598, 6.71602)
H (12.00087, 1.16846, 4.95349)
C (-5.81419, 3.54931, 2.02049)
N (-7.07351, 4.07947, 1.42907)
O (-8.11748, 3.55481, 1.76246)
O (-6.96325, 5.00458, 0.64925)
H (-6.06091, 2.73492, 2.69220)
H (-5.18211, 3.20305, 1.20790)
H (-5.34462, 4.36723, 2.56146)
C (-2.32697, -10.07149, 1.79661)
N (-1.76699, -11.30689, 2.41116)
O (-2.22226, -12.37487, 2.05096)
O (-0.88676, -11.15717, 3.23575)
H (-3.09614, -10.35496, 1.08786)
H (-2.74293, -9.46738, 2.59810)
H (-1.51324, -9.55220, 1.29743)
C (0.43909, 7.58720, -4.25299)
N (-0.63921, 8.51122, -4.70169)
O (-1.53622, 8.03937, -5.37509)
O (-0.54517, 9.67155, -4.36098)
H (0.22306, 6.59933, -4.62980)
H (1.37766, 7.95871, -4.65389)
H (0.44873, 7.59681, -3.16657)
C (3.95426, -2.75181, -10.45944)
N (4.69911, -1.98600, -11.49759)
O (5.13766, -2.60185, -12.44931)
O (4.81572, -0.78960, -11.31756)
H (3.93027, -3.79554, -10.74987)
H (4.47994, -2.62185, -9.51824)
H (2.95118, -2.34220, -10.40401)
C (2.24724, 3.69854, -7.18948)
N (2.73970, 2.44171, -6.55957)
O (2.27819, 1.39055, -6.96282)
O (3.57089, 2.55740, -5.68355)
H (1.51605, 3.44228, -7.94732)
H (1.80113, 4.30191, -6.40421)
H (3.10423, 4.20036, -7.62870)

Löwdin population analysis, charges in e, atoms 1 to 6: number 1, C, carries -0.10; number 2, C, carries -0.21; number 3, C, carries -0.18; number 4, C, carries -0.18; number 5, O, carries -0.07; number 6, C, carries -0.70